Entry 1:
{
  "formula": "C2H6OS",
  "method": "ωB97M-V/def2-TZVPD",
  "symbols": ["C", "C", "O", "S", "H", "H", "H", "H", "H", "H"],
  "xyz": [[-0.0062, 0.5300, -0.8874], [0.0981, 0.3799, 0.5520], [0.9775, -1.3816, 0.7691], [-1.1723, 0.0239, 1.7169], [0.9454, 0.2781, -1.4520], [-0.1762, 1.6026, -1.1090], [-0.8928, -0.0306, -1.3054], [1.0085, 0.9240, 0.9746], [1.1669, -1.5801, -0.1380], [-1.9489, -0.7462, 0.8792]],
  "relative_energy_kcal_mol": 42.62,
  "total_charge": 0,
  "lumo_energy_ha": 0.0298
}

---

Entry 2:
{
  "formula": "C2H6OS",
  "method": "ωB97M-V/def2-TZVPD",
  "symbols": ["C", "S", "H", "H", "H", "H", "O", "C", "H", "H"],
  "xyz": [[0.9888, 1.1465, 4.5839], [0.4268, -0.1231, 3.4158], [0.2518, 1.4475, 5.3279], [1.7925, 0.6328, 5.0983], [1.3685, 2.0124, 4.0390], [-0.7055, 0.3941, 2.9193], [-1.0099, -0.0545, -5.9626], [-0.8430, -1.1681, -6.3828], [-0.1540, -1.3434, -7.2242], [-1.3718, -2.0172, -5.9254]],
  "relative_energy_kcal_mol": 14.92,
  "smiles": "C=O.CS",
  "total_charge": 0,
  "lumo_energy_ha": 0.0343
}

---

Entry 3:
{
  "formula": "C2H6OS",
  "method": "ωB97M-V/def2-TZVPD",
  "symbols": ["C", "C", "H", "H", "H", "H", "H", "H", "O", "S"],
  "xyz": [[-0.6347, -0.0624, -0.5814], [0.1695, -0.3918, 0.8277], [0.2128, 2.0861, -0.1693], [-0.1335, -0.7466, -1.4475], [-1.6037, -0.5389, -0.4726], [-0.2932, 0.3361, 1.6702], [0.1389, -1.4251, 0.9714], [1.6634, -0.8953, -0.4637], [1.5736, 0.0165, 0.2480], [-1.0931, 1.6213, -0.5828]],
  "relative_energy_kcal_mol": 52.99,
  "smiles": "OCCS",
  "total_charge": 0,
  "lumo_energy_ha": 0.0239
}

---

What are the HOMO energy values for these records? In order: -9.1; -9.0; -9.0 eV.